[1]
C32H53NP2Y | ωB97M-V/def2-TZVPD

Structure (XYZ):
```
89
Properties=species:S:1:pos:R:3:forces:R:3:mulliken_charge:R:1
Y -0.04734 -0.65829 1.44229 -0.2 1.0 1.3 -0.84
C -0.70706 -2.89398 2.39225 0.7 0.3 0.6 0.36
C 0.59603 -3.18230 1.88323 -0.3 0.6 0.4 0.75
C 0.83344 -1.63066 3.57681 -0.7 -0.9 -0.3 0.13
C -0.56367 -1.96515 3.48221 1.1 -0.4 -0.5 1.21
C 1.54409 -2.39795 2.60039 -0.9 0.1 0.3 0.26
C -1.98996 -3.41867 1.85221 -0.6 -0.3 -0.1 -1.57
H -1.87230 -3.74641 0.81348 -0.1 0.0 0.1 0.32
H -2.78098 -2.65503 1.85721 0.1 -0.1 0.1 0.31
H -2.37697 -4.27711 2.42156 0.1 0.2 -0.1 0.33
C -1.64480 -1.43419 4.34982 -0.6 0.4 0.6 -0.89
H -2.63741 -1.62300 3.92200 0.2 -0.1 0.1 0.31
H -1.58418 -0.34734 4.49288 0.1 -0.2 -0.1 0.09
H -1.62164 -1.87006 5.36456 0.0 0.0 -0.4 0.33
C 1.41476 -0.59188 4.46374 0.2 0.6 0.5 -1.10
H 1.53445 -0.91567 5.51043 0.0 0.0 -0.3 0.45
H 0.78008 0.30491 4.48630 0.1 -0.2 0.1 -0.16
H 2.39773 -0.26281 4.10839 -0.1 -0.1 0.1 0.21
C 3.01321 -2.39344 2.38576 0.7 0.1 -0.2 -1.57
H 3.57767 -3.03778 3.07698 -0.3 0.1 -0.1 0.30
H 3.42883 -1.38753 2.49411 0.0 0.0 0.0 0.30
H 3.25901 -2.72897 1.37538 0.0 0.0 0.0 0.34
C 0.92022 -4.14242 0.79665 0.1 -0.4 -0.4 -1.60
H 1.17249 -5.14124 1.18417 -0.1 0.3 0.0 0.29
H 1.77804 -3.81089 0.20455 0.0 0.0 0.0 0.31
H 0.08156 -4.27353 0.10604 0.1 0.0 0.1 0.30
C -1.57024 0.52716 -5.47427 -0.4 -0.6 0.0 -0.18
C -1.63804 -0.81382 -5.49225 -0.6 0.7 -0.3 -0.75
C -0.84426 -1.75839 -6.34385 0.5 -0.2 0.0 -0.59
C 0.53554 -1.24393 -6.82670 -0.2 -0.4 -0.5 -1.01
C 1.45342 -0.77496 -5.73463 0.4 0.3 0.3 0.00
C 1.51223 0.44582 -5.18196 0.5 -0.3 -0.5 -0.67
C 0.72786 1.66172 -5.58125 -0.5 0.2 0.0 -0.54
C -0.63675 1.39609 -6.26375 0.2 0.6 -0.2 -1.07
H -1.42428 -2.03828 -7.24137 0.0 0.1 0.4 0.35
H 0.38237 -0.48396 -7.60221 0.2 -0.4 0.3 0.29
H -0.69911 -2.69590 -5.78325 0.0 0.2 -0.1 0.29
H -0.46441 1.01219 -7.27646 -0.2 0.2 0.4 0.33
H -2.32624 1.08560 -4.90724 0.3 -0.3 0.0 0.37
H -2.45075 -1.29919 -4.93879 0.2 0.3 -0.1 0.86
H -1.12551 2.37474 -6.39526 0.2 -0.3 0.0 0.42
H 0.56454 2.27884 -4.68334 0.0 -0.1 -0.2 0.29
H 2.30796 0.65562 -4.45619 -0.2 -0.2 -0.2 0.54
H 1.31930 2.29080 -6.27051 0.0 -0.2 0.3 0.38
H 1.02686 -2.08991 -7.33325 -0.1 0.3 0.1 0.42
H 2.20434 -1.52207 -5.44362 -0.3 0.3 0.2 0.37
P -1.17292 -0.59940 -1.07719 -0.2 -0.2 -0.6 1.55
C -2.71288 0.31422 -1.35135 -0.2 0.6 -0.3 -1.24
C -1.31058 -1.99606 -2.22189 0.1 -0.7 -0.1 -0.78
P 1.75670 -0.00653 -0.65428 0.2 -0.2 -0.7 1.16
C 0.28016 0.36266 -1.74997 0.0 0.1 -0.1 -0.26
C 2.72411 -1.11633 -1.72762 0.2 -0.6 0.0 -1.22
C 2.81165 1.46385 -0.47773 0.0 0.7 0.0 -1.24
H -2.74660 1.21588 -0.72845 0.1 -0.2 -0.1 0.37
H -3.56419 -0.31242 -1.04245 0.3 0.1 -0.2 0.42
H -2.80461 0.61048 -2.40890 -0.1 -0.2 0.3 0.22
H -1.40270 -1.65139 -3.26142 0.1 -0.1 0.4 -0.37
H -2.19281 -2.59887 -1.94441 0.3 0.3 -0.1 0.51
H -0.42890 -2.65752 -2.13296 -0.3 0.3 -0.1 0.32
H 3.05120 1.97176 -1.42470 -0.1 -0.3 0.2 0.39
H 3.75109 1.18384 0.02029 -0.3 -0.1 -0.2 0.41
H 2.31721 2.18928 0.18767 0.1 -0.2 -0.2 0.25
H 0.05128 1.43105 -1.70223 0.0 0.0 0.0 0.59
H 0.47750 0.07621 -2.80158 -0.1 0.2 0.4 -0.63
H 3.69915 -1.31810 -1.25934 -0.3 0.1 -0.2 0.48
H 2.87357 -0.71260 -2.74308 -0.1 0.0 0.5 0.29
H 2.21072 -2.09049 -1.81672 0.1 0.4 0.0 0.25
C 1.77791 4.40371 4.64142 0.0 -0.2 -0.1 -0.96
N 0.65561 3.53107 4.36553 -0.3 0.5 -0.1 0.22
C 0.20416 2.73479 5.48325 0.3 -0.1 0.2 -0.99
C 0.53156 2.97589 3.02972 0.3 0.3 0.5 -0.71
C -0.91541 2.62293 2.76298 -0.3 0.7 -0.1 -0.25
C -1.86340 3.62619 3.05512 -0.3 -0.7 -0.2 -0.39
C -3.23320 3.33416 2.94999 0.8 -0.4 -0.1 -0.68
C -3.62049 2.05643 2.52742 0.3 -0.3 -0.2 -1.03
C -2.64579 1.09337 2.17688 -0.8 1.1 0.2 -0.07
C -1.28001 1.36374 2.28392 0.8 -1.0 -0.4 1.12
H 2.74412 3.85810 4.71710 -0.2 0.2 0.0 0.28
H 1.60411 4.92761 5.60102 0.1 -0.2 -0.5 0.30
H 1.86300 5.14002 3.82437 0.0 -0.2 0.4 0.29
H -0.69312 2.15622 5.21143 0.3 0.3 0.1 0.22
H 0.98071 2.02637 5.84573 -0.2 0.2 0.0 0.30
H -0.04214 3.40765 6.32550 0.0 -0.3 -0.3 0.37
H 0.88696 3.75446 2.32799 -0.1 -0.3 0.2 0.53
H 1.18151 2.08108 2.88907 -0.1 0.0 -0.2 0.00
H -1.51893 4.60595 3.39033 -0.1 -0.3 0.0 0.41
H -3.96332 4.09211 3.21179 0.0 -0.1 -0.1 0.41
H -4.67534 1.79824 2.45976 0.1 0.1 0.0 0.42
H -3.00679 0.12367 1.82474 0.0 -0.1 0.0 0.46
```
Positions in Å, forces in eV/Å.

E_HOMO = -10.0 eV
E_LUMO = -2.88 eV
charge = +1
gap between HOMO and LUMO = 0.2601 hartree

---

[2]
C32H54Br12O15 | ωB97M-V/def2-TZVPD

Structure (XYZ):
```
113
Properties=species:S:1:pos:R:3:forces:R:3:mulliken_charge:R:1
C -2.23059 -7.23274 1.16775 -0.3 0.7 0.9 -1.05
C -0.85557 -6.64179 1.42160 0.4 -0.9 -1.0 0.48
C 0.21710 -6.88550 0.30749 -0.7 -0.8 0.4 -0.63
O 0.81190 -5.61455 0.20338 1.4 -0.8 -0.8 -0.28
C 0.06857 -4.69934 0.76939 1.2 5.4 0.1 0.38
O 0.34290 -3.48088 0.69170 -1.1 -3.7 0.3 -0.33
O -0.94509 -5.20445 1.44464 -0.4 -0.5 0.4 -0.32
H -2.26552 -7.97518 0.37047 -0.1 0.2 0.1 0.31
H -2.86996 -6.36087 1.02934 -0.2 -0.1 -0.9 0.18
H -2.67664 -7.60066 2.09175 0.3 -0.6 0.0 0.33
H -0.42960 -7.00291 2.35768 -0.1 0.3 0.2 0.32
H -0.10246 -7.22321 -0.67838 -0.8 0.4 -0.1 0.30
H 0.90412 -7.68925 0.57222 0.5 0.5 0.5 0.33
C -4.95006 2.64620 -1.25649 1.9 -0.8 -0.3 -1.36
C -3.37899 3.04946 -1.27697 -2.6 1.6 0.1 2.03
C -3.01397 4.26563 -2.15160 0.9 0.4 -0.5 -0.43
O -2.11786 5.06934 -1.33407 0.8 0.1 -2.8 -0.39
C -2.29623 4.78257 -0.10502 0.3 0.4 3.5 0.68
O -1.87175 5.48656 0.80864 -1.1 -2.3 -1.4 -0.62
O -3.01455 3.60868 -0.01738 0.3 0.4 2.1 -0.29
H -5.06936 1.96938 -0.41046 -0.1 0.3 0.4 0.32
H -5.14373 1.96104 -2.08181 0.2 0.3 -0.3 0.14
H -5.74645 3.39012 -1.27786 0.6 0.5 0.3 0.39
H -2.78758 2.14669 -1.42974 0.0 0.2 -0.4 -0.93
H -3.73299 5.06393 -2.33554 -1.0 -1.0 -0.5 0.36
H -2.45135 3.98646 -3.04245 -0.3 0.1 -0.1 0.14
C 5.97322 -3.38840 2.09103 -1.6 -0.9 -0.1 -1.49
C 4.89459 -2.91968 1.10490 1.8 -3.5 2.3 0.70
C 3.66695 -2.33024 1.60809 -1.7 -0.8 2.3 0.08
O 3.40283 -1.38491 0.61500 -3.3 0.8 0.4 0.25
C 4.48719 -1.09002 -0.01270 1.3 1.7 -2.6 0.14
O 4.59201 -0.23254 -0.87281 0.1 -1.3 1.6 -0.60
O 5.43162 -1.93832 0.41077 2.9 3.8 -3.6 -0.39
H 6.25972 -2.67575 2.86443 -0.1 0.1 -0.2 0.31
H 6.82395 -3.77337 1.52877 0.0 0.2 0.1 0.37
H 5.43508 -4.23068 2.52584 0.6 -0.3 0.7 0.40
H 4.68867 -3.77962 0.46756 -0.2 -0.2 -0.3 0.26
H 3.75114 -1.84247 2.57923 0.2 0.3 0.0 -0.03
H 2.88217 -3.07628 1.73328 -0.4 0.3 -0.4 0.00
C 2.11062 2.49274 -3.32918 -1.1 0.4 0.5 -1.29
C 0.89859 2.38226 -4.26436 1.0 0.0 0.4 1.30
C 0.95937 3.22276 -5.52246 0.2 0.6 0.5 -0.42
O 0.83770 2.24734 -6.60566 0.1 2.5 -0.4 -0.38
C 1.10397 1.04855 -6.13412 1.0 -2.6 -0.6 0.48
O 1.42545 0.05802 -6.80121 -1.2 2.7 2.1 -0.62
O 0.99971 1.10267 -4.78499 0.0 -3.2 -1.0 0.02
H 2.15645 1.58611 -2.72583 0.0 0.0 0.0 0.11
H 1.88737 3.31274 -2.64664 0.6 0.2 0.1 0.33
H 3.06938 2.60276 -3.83591 -0.2 0.2 -0.1 0.44
H -0.04088 2.44846 -3.71562 0.0 0.2 0.0 -0.48
H 1.90949 3.75587 -5.48827 0.4 -0.4 -0.9 0.27
H 0.25629 4.05548 -5.50419 -0.7 -0.6 -0.8 0.36
C 3.27361 1.64486 4.37747 0.9 -1.7 1.1 -0.76
C 3.34203 0.46453 5.39291 2.0 2.3 -0.9 0.07
C 2.28964 0.60297 6.39379 -2.1 0.3 0.8 0.14
O 1.57451 -0.63248 6.30274 -0.4 0.5 0.7 -0.39
C 2.07661 -1.35221 5.30719 -0.4 -0.8 -0.3 0.53
O 1.64454 -2.40140 4.96592 -0.1 -0.6 -0.3 -0.54
O 3.11961 -0.73805 4.73246 0.5 -0.8 -0.1 -0.15
H 2.28710 1.51725 3.93179 0.1 0.9 0.0 -0.16
H 4.03603 1.57678 3.60146 0.0 -0.1 0.0 0.36
H 3.49834 2.49503 5.02150 -0.6 0.6 -0.5 0.43
H 4.19958 0.51035 6.06419 1.2 -0.6 -1.1 0.19
H 1.67000 1.44089 6.07434 -0.6 -0.1 0.6 -0.27
H 2.65778 0.72778 7.41212 -0.2 0.0 -0.1 0.39
Br -2.93361 -1.21035 1.88615 0.4 -0.1 -0.1 -0.11
C -4.44538 -1.30401 0.62437 1.8 1.2 -0.2 -0.09
C -4.79821 -2.72817 0.45253 -2.1 -0.5 1.2 -0.51
Br -6.50959 -2.81984 -0.53230 0.2 0.0 -0.1 -0.20
H -4.10402 -0.81765 -0.28943 -0.1 0.0 0.1 -0.20
H -5.08844 -0.63667 1.19814 -0.8 -0.7 -0.6 0.39
H -5.09835 -3.01503 1.46036 0.1 -0.7 -0.2 0.40
H -4.16810 -3.50269 0.01532 0.4 0.8 -0.1 0.29
Br 0.04466 3.56367 5.19233 -1.0 -0.5 -1.3 -0.18
C -1.61678 3.11248 4.02175 -0.7 0.9 1.7 -0.15
C -2.71702 3.51865 5.06616 -0.4 -0.8 -1.1 -0.83
Br -4.65636 3.23439 4.27342 1.9 0.4 0.6 -0.24
H -1.62869 2.07447 3.68933 0.2 0.0 0.6 0.23
H -1.59999 3.73130 3.12459 0.2 0.4 0.4 0.22
H -2.58164 4.53349 5.44016 -0.5 0.1 -0.7 0.46
H -2.74950 2.89399 5.95881 0.1 -0.3 -0.4 0.45
Br 3.18055 2.74626 0.59636 -0.2 -0.2 0.0 -0.11
C 2.12934 4.17130 1.43611 1.6 1.2 -0.8 -0.37
C 2.51237 5.46452 0.69102 -0.9 0.4 0.6 -0.63
Br 1.88191 6.96014 1.82614 -0.3 0.0 -0.1 -0.18
H 2.61232 4.43520 2.37695 -0.8 -1.2 0.5 0.40
H 1.08953 3.84530 1.41116 0.2 0.5 0.3 0.11
H 2.05073 5.62814 -0.28273 0.4 -0.2 0.1 0.34
H 3.57950 5.67491 0.76235 -0.2 -0.6 -0.6 0.46
Br 0.30932 0.45149 2.55096 0.1 0.2 -1.4 -0.03
C 0.26183 0.02648 0.55527 -0.6 -1.4 1.1 -0.67
C -0.37718 1.02231 -0.32416 -0.4 1.9 0.0 0.07
Br -0.88503 0.22722 -2.03985 0.2 0.0 0.3 0.01
H -0.46652 -0.78238 0.61301 0.7 -0.5 -0.1 -0.04
H 1.26548 -0.29832 0.28084 -0.2 0.1 0.1 0.47
H 0.22208 1.90724 -0.53841 0.2 -0.2 -0.2 0.16
H -1.33380 1.39180 0.04523 0.1 -0.2 0.4 0.33
Br -2.52518 1.25141 -6.77841 -0.3 -0.1 0.5 -0.16
C -2.95875 0.39499 -5.08205 -0.1 -0.8 0.9 0.79
C -4.43962 -0.06131 -4.94665 0.1 0.9 0.1 -0.60
Br -4.89952 -0.49486 -3.02169 0.4 -0.1 -1.5 -0.13
H -2.69421 1.02629 -4.23378 -0.4 0.7 -0.4 -0.42
H -2.19663 -0.37336 -4.95203 -0.5 -0.6 -0.5 -0.28
H -4.83588 -0.84775 -5.58897 0.8 -0.4 0.3 0.44
H -5.08770 0.77500 -5.20872 0.1 0.2 0.4 0.38
Br -0.96647 -3.07582 -5.59111 0.0 -0.1 0.3 -0.19
C 0.33949 -2.26946 -4.34874 0.7 -0.4 -0.9 0.16
C 1.20918 -3.35165 -3.70564 0.1 0.3 0.6 -0.59
Br 2.45501 -2.48966 -2.33627 -1.0 -0.5 -1.1 -0.14
H -0.22781 -1.56792 -3.73710 0.4 -0.5 0.1 -0.60
H 0.98075 -1.75616 -5.06525 -0.2 0.5 0.4 0.28
H 1.85103 -3.82159 -4.45082 0.0 0.3 0.1 0.44
H 0.68857 -4.16230 -3.19583 -0.1 0.4 0.2 0.38
```
Positions in Å, forces in eV/Å.

E_HOMO = -9.9 eV
structure (SMILES) = C[C@H]1COC(=O)O1.C[C@H]1COC(=O)O1.C[C@H]1COC(=O)O1.C[C@H]1COC(=O)O1.C[C@H]1COC(=O)O1.BrCCBr.BrCCBr.BrCCBr.BrCCBr.BrCCBr.BrCCBr
E_LUMO = 0.16 eV
gap between HOMO and LUMO = 0.3688 hartree

---

[3]
C32H54N2O3P2Pr | ωB97M-V/def2-TZVPD

Structure (XYZ):
```
94
Properties=species:S:1:pos:R:3:forces:R:3:lowdin_spin:R:1
Pr 0.22363 1.14441 1.22118 0.0 1.4 2.7 2.06
C 1.56742 0.96196 3.56376 -0.2 0.7 -0.4 -0.01
C 2.57578 1.49762 2.72150 -0.7 0.2 -0.1 -0.01
C 0.87728 3.05939 2.86585 0.4 -1.1 -0.5 -0.01
C 0.50906 1.92749 3.66101 0.7 -0.2 -1.1 -0.01
C 2.14312 2.77450 2.26959 -0.5 -0.3 0.1 -0.01
C 1.69179 -0.32785 4.27410 -0.1 -0.7 0.5 0.00
H 2.39098 -1.01152 3.77375 -0.2 0.2 0.1 0.00
H 0.72251 -0.82802 4.36399 0.2 0.1 0.1 0.00
H 2.07404 -0.17594 5.29555 -0.1 0.0 -0.2 0.00
C -0.86836 1.67325 4.12423 -0.4 -0.2 0.8 0.00
H -0.98215 0.63717 4.48357 0.0 0.4 -0.2 0.00
H -1.63957 1.85407 3.34137 0.1 0.0 0.1 0.00
H -1.12404 2.33551 4.96025 -0.2 0.0 -0.2 0.00
C -0.05695 4.13674 2.43594 -0.1 0.5 0.0 0.00
H -0.16008 4.90292 3.21574 -0.1 -0.1 -0.2 0.00
H -1.08150 3.75739 2.24494 0.2 0.1 0.1 0.00
H 0.29763 4.65087 1.52933 -0.1 -0.1 0.3 0.00
C 2.90695 3.67518 1.37347 0.4 0.5 -0.2 0.00
H 3.47763 4.40426 1.97300 -0.1 -0.2 -0.3 0.00
H 2.24354 4.24152 0.70421 0.3 0.0 0.1 0.00
H 3.62665 3.11742 0.75863 -0.1 0.2 0.2 0.00
C 3.91122 0.88645 2.50698 0.6 -0.2 0.0 0.00
H 4.64368 1.30829 3.21487 -0.2 -0.1 -0.2 0.00
H 4.29982 1.05326 1.49557 0.0 0.0 0.2 0.00
H 3.90057 -0.19573 2.67759 0.0 0.3 0.0 0.00
C -0.21192 -1.23310 0.26066 1.8 0.4 -0.2 -0.01
C 0.98826 -1.31236 0.97335 -1.3 -0.1 -0.5 0.00
C 2.33176 -1.63996 0.39232 0.3 -0.5 0.0 0.00
C 2.79676 -0.76420 -0.78832 0.3 -0.3 0.2 0.00
C 2.36560 0.67081 -0.67896 -0.4 0.5 -1.3 0.00
C 1.19524 1.14811 -1.20134 1.4 -0.5 -0.5 0.00
C 0.09562 0.29854 -1.85240 -0.1 0.7 0.3 0.00
C -0.25500 -1.08747 -1.26796 -0.5 -1.2 0.5 0.00
H 2.34398 -2.69292 0.05649 0.2 0.3 0.2 0.00
H 2.45512 -1.20702 -1.73731 0.1 0.3 0.3 0.00
H 3.06314 -1.54452 1.21285 -0.3 -0.2 -0.4 0.00
H 0.33784 -1.88362 -1.73689 0.0 0.3 0.2 0.00
H -1.08433 -0.72589 0.71340 0.0 -0.5 0.2 0.00
H 0.88725 -1.54701 2.03815 -0.1 0.4 -0.2 0.00
H -1.29873 -1.29528 -1.54225 0.3 0.0 -0.1 0.00
H -0.82075 0.92580 -1.84782 0.3 -0.3 -0.2 0.00
H 1.08450 2.23595 -1.36925 0.1 -0.4 0.4 0.00
H 0.35672 0.14967 -2.91791 -0.2 0.2 0.4 0.00
H 3.90095 -0.77896 -0.79600 -0.5 0.0 -0.2 0.00
H 3.14985 1.35596 -0.33176 -0.6 0.0 -0.1 0.00
P -0.42509 0.26090 -6.10382 -0.1 -0.5 0.1 0.00
P -0.07773 2.95605 -7.61482 0.0 0.2 -0.8 0.00
C -0.43675 0.17719 -7.97752 0.0 0.0 0.2 0.00
C -0.77444 1.53129 -8.60721 0.0 0.4 0.3 0.00
H -1.17732 -0.57669 -8.27826 0.3 0.0 0.0 0.00
H 0.55782 -0.17553 -8.28951 -0.3 0.1 0.0 0.00
H -0.39699 1.59826 -9.63771 -0.2 0.0 0.2 0.00
H -1.86132 1.69904 -8.62419 0.2 -0.2 -0.1 0.00
C -0.87585 4.32445 -8.55005 0.0 0.0 0.0 0.00
H -0.41435 5.26624 -8.23112 -0.2 -0.1 -0.1 0.00
H -1.94006 4.34562 -8.28952 0.2 0.1 -0.1 0.00
H -0.75995 4.20511 -9.63485 -0.1 0.1 0.2 0.00
C 1.56555 3.03505 -8.44749 0.0 0.1 0.2 0.00
H 1.44889 3.04642 -9.53914 0.1 0.0 0.2 0.00
H 2.17546 2.17810 -8.13978 0.0 0.2 -0.1 0.00
H 2.05339 3.95970 -8.11556 0.1 -0.2 -0.2 0.00
C -1.86262 -0.84452 -5.78011 0.0 0.0 0.0 0.00
H -1.91299 -1.05605 -4.70442 -0.1 0.0 -0.2 0.00
H -1.76533 -1.78352 -6.34101 -0.1 0.1 0.2 0.00
H -2.77822 -0.32173 -6.08262 0.1 -0.2 0.1 0.00
C 0.92070 -0.95417 -5.77806 0.0 0.0 -0.1 0.00
H 1.87446 -0.49238 -6.06052 -0.1 -0.2 0.1 0.00
H 0.76895 -1.87512 -6.35590 0.1 0.1 0.2 0.00
H 0.94595 -1.18955 -4.70581 0.1 -0.1 -0.2 0.00
C -4.39425 -1.48295 5.10717 -0.2 0.1 0.0 0.00
C -3.50157 -2.44931 5.85153 0.6 -0.6 0.2 0.00
C -2.39850 -3.09668 4.95090 -0.2 0.3 -0.3 0.00
C -1.42853 -4.00271 5.79353 -0.4 -0.3 -0.8 0.00
C -0.70311 -3.36538 6.96028 0.2 0.1 0.0 0.00
C -3.01151 -3.96000 3.85083 -0.9 -0.6 0.7 0.00
O -3.95836 -4.71286 4.01467 1.0 0.7 -0.2 0.00
N -2.39141 -3.88111 2.60895 0.2 0.0 -0.7 0.00
C -1.61966 -2.82475 2.13276 -0.3 0.0 0.8 0.00
O -1.31654 -2.83540 0.90741 -0.6 -0.3 0.3 -0.01
N -1.26824 -1.85896 3.00118 0.4 0.2 -1.2 0.00
C -1.58529 -1.96453 4.30486 0.2 1.2 2.3 0.00
O -1.21575 -1.08310 5.12001 -0.4 -1.2 -1.2 0.00
H -3.83279 -0.60691 4.76663 -0.1 -0.1 0.0 0.00
H -5.17831 -1.13091 5.78091 0.0 0.0 -0.2 0.00
H -4.86331 -1.97233 4.24974 -0.1 0.1 0.0 0.00
H -2.97659 -1.92492 6.66317 -0.2 -0.2 -0.3 0.00
H -4.09824 -3.25777 6.30799 0.3 0.2 -0.3 0.00
H -2.01592 -4.86618 6.14524 0.1 0.3 -0.2 0.00
H -0.69205 -4.39599 5.07549 -0.1 -0.1 0.2 0.00
H -1.37756 -2.89741 7.67995 0.1 0.0 -0.1 0.00
H -0.15564 -4.15537 7.47829 0.0 0.1 0.1 0.00
H 0.02238 -2.62445 6.61837 -0.1 0.0 0.1 0.00
H -2.74394 -4.49730 1.89011 -0.1 -0.1 0.1 0.00
```
Positions in Å, forces in eV/Å.

<S²> = 2.008
E_HOMO (spin up / spin down) = -9.6 / -9.6 eV
E_LUMO (spin up / spin down) = -4.01 / -3.76 eV
charge = +1
gap between HOMO and LUMO (spin up / spin down) = 0.2061 / 0.2155 hartree
2S+1 = 3

---

Number 1: calculated total energy -55148.8408 eV. Number 2: calculated total energy -905280.5861 eV. Number 3: calculated total energy -75822.2885 eV.